Record 1
# C4H6N2

C4H6N2 in the gas phase at a distorted geometry (the ωB97M-V functional and the def2-TZVPD basis, the Open Molecules 2025 dataset).

Structure (XYZ):
```
12
Properties=species:S:1:pos:R:3:forces:R:3
C 0.597 0.521 -1.756 5.1957 -0.9293 -7.3944
N 0.067 0.065 -0.617 -2.0932 1.4784 2.3450
C -0.152 -1.145 -0.127 -1.8074 -2.3788 2.0971
C -0.332 -1.039 1.301 2.5352 8.6621 -8.5249
C -0.326 0.398 1.415 1.3199 3.2004 3.8973
N -0.092 1.159 0.360 0.4665 -5.0194 -1.2439
H 1.107 -0.302 -2.570 -2.0316 1.0361 2.4284
H 1.672 0.895 -1.568 -1.9738 0.7412 -0.1364
H -0.025 1.074 -2.517 0.5324 0.0958 1.5040
H -0.538 -2.122 -0.686 1.7265 2.4877 0.7060
H -0.617 -1.738 1.827 -2.6447 -6.5307 5.6372
H -0.149 1.208 2.309 -1.2255 -2.8433 -1.3153
```
Positions in Å, forces in eV/Å.

- LUMO energy: 0.995 eV
- SMILES string: Cn1cccn1
- Highest occupied orbital energy: -9.0 eV
- Energy: -265.38267 a.u.
- HOMO-LUMO gap: 9.95 eV
- Energy above the lowest of the compared OMol25 structures with the same formula, charge and spin: 95.9 kcal/mol

These are the Mulliken partial charges, in e, on atoms 1 to 2: atom 1 (C): -0.805, atom 2 (N): 0.392


Record 2
# C4H6N2

A 2-piece molecular cluster, C4H6N2 overall at a distorted geometry (the ωB97M-V functional and the def2-TZVPD basis, the Open Molecules 2025 dataset).

Structure (XYZ):
```
12
Properties=species:S:1:pos:R:3:forces:R:3
N 3.515 -1.116 0.129 -0.6611 0.5441 -0.4555
C 2.395 -0.875 -0.053 2.5980 -1.4524 0.5758
C 1.045 -0.774 -0.094 -2.6706 0.8623 0.0121
C 0.003 -0.339 0.567 1.8506 -0.7732 1.2039
C -0.354 -0.939 -0.689 0.7351 0.8149 -1.7321
H -0.202 -0.276 1.601 -0.7950 0.7564 0.5215
H -0.908 -1.842 -0.676 -0.1769 -1.1201 -0.3547
H -0.468 -0.303 -1.582 -0.7097 -0.2889 0.3689
N -0.463 2.046 0.104 -12.0495 -1.4122 2.4231
H -0.877 1.456 -0.668 -0.1584 1.5017 1.2533
H -0.827 3.007 0.145 -0.5183 -0.8118 -0.2324
H 0.332 2.149 -0.166 12.5558 1.3794 -3.5839
```
Positions in Å, forces in eV/Å.

- LUMO energy: 0.451 eV
- SMILES string: N#CC1=CC1.N
- Highest occupied orbital energy: -9.2 eV
- Energy: -265.35548 a.u.
- HOMO-LUMO gap: 9.63 eV
- Energy above the lowest of the compared OMol25 structures with the same formula, charge and spin: 113.0 kcal/mol

These are the Mulliken partial charges, in e, on atoms 1 to 2: atom 1 (N): -0.475, atom 2 (C): 0.336


Record 3
# C4H6N2

C4H6N2 in the gas phase at a distorted geometry (the ωB97M-V functional and the def2-TZVPD basis, the Open Molecules 2025 dataset).

Structure (XYZ):
```
12
Properties=species:S:1:pos:R:3:forces:R:3
C -1.237 0.797 -2.323 1.8539 -1.0287 4.0093
C -0.903 0.407 -1.141 -0.6737 2.1748 -6.4559
C -0.092 -0.101 -0.053 0.0636 4.7795 0.6663
C 0.337 -1.420 0.048 -0.8030 -3.1019 -0.1870
N 0.314 0.703 0.906 -3.2239 0.8457 -3.6858
N 1.055 0.144 1.793 1.9378 -3.4762 3.0471
H -1.293 1.249 -3.392 -0.2451 -1.1789 2.7369
H -0.160 -1.626 1.025 -0.4165 -1.6446 -0.6825
H -0.022 -1.933 -0.878 0.6265 -0.5292 1.3329
H 1.369 -1.527 0.395 0.3015 -0.0067 -1.0831
H 1.026 0.665 2.611 0.4220 1.5951 1.5954
H 0.859 -0.853 2.164 0.1569 1.5711 -1.2936
```
Positions in Å, forces in eV/Å.

- LUMO energy: 0.847 eV
- SMILES string: C#C/C(C)=N/N
- Highest occupied orbital energy: -8.3 eV
- Energy: -265.35264 a.u.
- HOMO-LUMO gap: 9.14 eV
- Energy above the lowest of the compared OMol25 structures with the same formula, charge and spin: 114.8 kcal/mol

These are the Mulliken partial charges, in e, on atoms 1 to 2: atom 1 (C): -0.195, atom 2 (C): -0.449


Record 4
# C4H6N2

C4H6N2 in the gas phase at a distorted geometry (the ωB97M-V functional and the def2-TZVPD basis, the Open Molecules 2025 dataset).

Structure (XYZ):
```
12
Properties=species:S:1:pos:R:3:forces:R:3
H -2.401 1.701 0.445 1.8183 -1.1402 -0.0799
N -1.352 1.562 0.342 1.3537 -0.4721 -0.8807
C -0.890 0.421 -0.034 -0.8207 1.9669 0.3597
C -1.757 -0.753 -0.207 3.4841 -4.3551 2.1242
N 0.504 0.067 -0.549 -3.0748 0.6896 0.4260
C 1.631 0.102 -0.139 1.1540 0.6325 0.9087
C 2.896 0.154 0.210 -0.9673 -1.2994 0.5468
H -0.964 -1.643 -0.268 -1.9429 1.4598 -0.3348
H -2.331 -0.777 -1.047 -1.3252 0.2251 -2.6717
H -2.394 -1.129 0.596 0.0765 1.0229 0.4251
H 3.466 -0.500 0.834 -0.6696 -1.0103 0.4516
H 3.591 0.795 -0.182 0.9140 2.2802 -1.2749
```
Positions in Å, forces in eV/Å.

- LUMO energy: 0.908 eV
- SMILES string: [H]/N=C(\C)N=C=C
- Highest occupied orbital energy: -8.8 eV
- Energy: -265.41541 a.u.
- HOMO-LUMO gap: 9.68 eV
- Energy above the lowest of the compared OMol25 structures with the same formula, charge and spin: 75.4 kcal/mol

These are the Mulliken partial charges, in e, on atoms 1 to 2: atom 1 (H): 0.264, atom 2 (N): -0.641


Record 5
# C4H6N2

C4H6N2 in the gas phase at a distorted geometry (the ωB97M-V functional and the def2-TZVPD basis, the Open Molecules 2025 dataset).

Structure (XYZ):
```
12
Properties=species:S:1:pos:R:3:forces:R:3
H -2.830 -0.446 -0.144 -0.0736 -1.0465 0.0946
N -2.083 0.166 0.124 -0.4242 -0.6582 -0.8201
C -0.855 -0.142 -0.124 -0.6211 0.0718 -0.0925
C 0.073 -1.256 -0.251 -0.0664 0.0077 0.0185
C 1.297 -0.745 0.078 -0.2448 0.1084 0.1067
N 1.283 0.599 0.356 -0.2823 0.1012 0.5869
C -0.060 1.105 0.034 -0.4819 0.1381 -0.1863
H -0.162 -2.308 -0.349 0.0628 0.1760 -0.0782
H 2.229 -1.302 0.204 -0.3318 0.2140 -0.1202
H 2.131 1.146 0.356 -0.3586 -0.0627 -0.0537
H -1.001 1.492 0.609 2.8395 1.1540 0.6105
H -0.024 1.691 -0.892 -0.0177 -0.2038 -0.0664
```
Positions in Å, forces in eV/Å.

- LUMO energy: 0.921 eV
- SMILES string: [H]/N=C1\C=CNC1
- Highest occupied orbital energy: -8.1 eV
- Energy: -265.44451 a.u.
- HOMO-LUMO gap: 8.99 eV
- Energy above the lowest of the compared OMol25 structures with the same formula, charge and spin: 57.1 kcal/mol

These are the Mulliken partial charges, in e, on atoms 1 to 2: atom 1 (H): 0.209, atom 2 (N): -0.660


Record 6
# C4H6N2

C4H6N2 in the gas phase at a distorted geometry (the ωB97M-V functional and the def2-TZVPD basis, the Open Molecules 2025 dataset).

Structure (XYZ):
```
12
Properties=species:S:1:pos:R:3:forces:R:3
H -1.770 -2.112 1.364 -0.2167 -0.9357 0.8801
N -1.416 -1.866 0.464 -0.8698 3.2429 0.3746
C -1.391 -0.547 0.511 2.1099 -3.1204 0.0784
N -0.987 0.084 -0.643 2.9078 0.4285 -1.3897
C 0.123 1.112 -0.398 -2.8847 1.5921 1.7098
C 1.475 0.659 -0.338 3.0008 -1.8859 -0.6324
C 2.592 0.157 -0.377 -2.2343 0.4098 0.6171
H -1.342 0.071 1.480 -0.7745 -0.7458 -1.5775
H -0.578 -0.608 -1.392 -1.5381 1.3573 2.0821
H -0.055 1.904 -1.130 0.4406 -0.0581 0.0081
H -0.093 1.615 0.639 0.1558 -0.8226 -1.8493
H 3.444 -0.471 -0.180 -0.0969 0.5377 -0.3013
```
Positions in Å, forces in eV/Å.

- LUMO energy: 0.988 eV
- SMILES string: [H]/N=C/NCC#C
- Highest occupied orbital energy: -9.4 eV
- Energy: -265.41159 a.u.
- HOMO-LUMO gap: 10.38 eV
- Energy above the lowest of the compared OMol25 structures with the same formula, charge and spin: 77.8 kcal/mol

These are the Mulliken partial charges, in e, on atoms 1 to 2: atom 1 (H): 0.236, atom 2 (N): -0.640


Record 7
# C4H6N2

C4H6N2 in the gas phase at a distorted geometry (the ωB97M-V functional and the def2-TZVPD basis, the Open Molecules 2025 dataset).

Structure (XYZ):
```
12
Properties=species:S:1:pos:R:3:forces:R:3
C -1.040 -0.256 0.511 0.3257 -0.7221 1.7697
C 1.216 -0.648 1.250 0.8128 -1.2195 -0.1280
C -0.550 0.406 -0.456 3.5816 0.9744 -1.8085
C -0.245 0.975 -1.788 -0.2719 1.4709 1.5395
N 1.684 -0.053 0.266 -2.1669 1.1539 -1.1697
N -0.143 -0.905 1.347 -0.1589 -1.0384 2.3808
H -1.993 -0.360 0.983 -1.0565 0.1837 -0.6910
H 1.903 -1.193 1.981 -1.1306 0.7500 -0.5543
H -0.054 0.175 -2.416 0.1260 -1.6372 -1.5303
H -1.002 1.644 -2.243 0.3592 -0.2677 0.4613
H 0.738 1.451 -1.665 -0.5720 0.3689 -0.1962
H -0.516 -1.235 2.230 0.1516 -0.0169 -0.0733
```
Positions in Å, forces in eV/Å.

- LUMO energy (spin up / spin down): 0.070 / 0.056 eV
- Highest occupied orbital energy (spin up / spin down): -8.3 / -8.2 eV
- Energy: -265.36734 a.u.
- HOMO-LUMO gap (spin up / spin down): 8.34 / 8.26 eV
- Energy above the lowest of the compared OMol25 structures with the same formula, charge and spin: 105.6 kcal/mol

These are the Mulliken partial charges, in e, on atoms 1 to 2: atom 1 (C): -0.321, atom 2 (C): 0.053


Record 8
# C4H6N2

C4H6N2 in the gas phase at a distorted geometry (the ωB97M-V functional and the def2-TZVPD basis, the Open Molecules 2025 dataset).

Structure (XYZ):
```
12
Properties=species:S:1:pos:R:3:forces:R:3
C -0.185 1.286 -0.281 0.4975 0.1367 -0.4835
C 0.732 0.520 -0.921 -0.1036 0.5138 -0.0454
N 1.069 -0.758 -0.554 -2.8450 0.2967 2.4390
C 0.045 -1.209 0.621 0.4607 -0.6291 0.2553
N -1.125 -0.385 1.209 2.2319 -0.2745 -1.9928
C -1.101 0.800 0.733 -0.0889 -0.2867 0.1031
H -0.313 2.304 -0.604 0.0673 0.1722 -0.0883
H 1.300 0.931 -1.748 -0.0583 0.0569 -0.0762
H 1.133 -1.434 -1.299 -0.0524 0.0055 -0.1395
H 0.706 -1.395 1.470 -0.1374 -0.0538 -0.1170
H -0.399 -2.150 0.298 0.1435 0.0054 0.0512
H -1.863 1.491 1.078 -0.1154 0.0572 0.0942
```
Positions in Å, forces in eV/Å.

- LUMO energy: 0.930 eV
- SMILES string: C1=CNCN=C1
- Highest occupied orbital energy: -8.2 eV
- Energy: -265.46484 a.u.
- HOMO-LUMO gap: 9.15 eV
- Energy above the lowest of the compared OMol25 structures with the same formula, charge and spin: 44.4 kcal/mol

These are the Mulliken partial charges, in e, on atoms 1 to 2: atom 1 (C): -0.452, atom 2 (C): -0.139


Record 9
# C4H6N2

C4H6N2 in the gas phase at a distorted geometry (the ωB97M-V functional and the def2-TZVPD basis, the Open Molecules 2025 dataset).

Structure (XYZ):
```
12
Properties=species:S:1:pos:R:3:forces:R:3
C -1.389 0.401 0.630 -1.5874 1.8862 -0.7861
C -0.896 0.582 -0.582 1.1473 -2.7308 -0.1806
C 0.182 -0.387 -1.061 0.6751 0.8472 -0.9475
N 1.345 -0.489 -0.192 0.8766 -1.1460 -2.0775
C 1.378 -0.329 1.134 0.9236 0.1856 0.9507
N 1.826 0.759 0.673 -0.7053 -0.6930 1.0676
H -1.152 -0.517 1.148 -0.0471 0.2623 0.5084
H -2.125 1.169 0.972 0.6169 -1.1607 0.2813
H -1.077 1.258 -1.376 -0.7755 1.3625 0.1915
H -0.065 -1.448 -1.310 -0.3525 0.8072 0.3495
H 0.618 0.055 -2.000 -0.4928 -0.6225 0.6437
H 1.355 -1.053 1.964 -0.2789 1.0023 -0.0009
```
Positions in Å, forces in eV/Å.

- LUMO energy: 0.860 eV
- SMILES string: C=CCN1C=N1
- Highest occupied orbital energy: -8.7 eV
- Energy: -265.34783 a.u.
- HOMO-LUMO gap: 9.57 eV
- Energy above the lowest of the compared OMol25 structures with the same formula, charge and spin: 117.8 kcal/mol

These are the Mulliken partial charges, in e, on atoms 1 to 2: atom 1 (C): -0.710, atom 2 (C): -0.054


Record 10
# C4H6N2

C4H6N2 in the gas phase at a distorted geometry (the ωB97M-V functional and the def2-TZVPD basis, the Open Molecules 2025 dataset).

Structure (XYZ):
```
12
Properties=species:S:1:pos:R:3:forces:R:3
C -1.745 -0.374 0.066 -0.8048 1.1761 0.1414
C -0.511 0.449 -0.502 -0.0299 -1.7029 0.8906
C 0.478 1.272 0.080 -0.3948 -0.5042 0.2175
N 1.582 0.455 0.209 0.1849 0.0523 -0.1464
C 1.266 -0.754 -0.331 0.7088 -0.0832 -0.5989
N 0.108 -0.735 -0.880 1.3891 -0.7309 -0.3313
H -2.145 0.156 0.910 -0.8742 0.3871 0.1828
H -1.439 -1.382 0.454 0.1187 1.2162 -0.3089
H -2.456 -0.601 -0.724 -0.2823 0.3579 0.1510
H 0.602 2.322 0.360 -0.6341 -0.5808 0.0660
H 2.496 0.685 0.556 -0.0293 0.2953 -0.0249
H 1.833 -1.658 -0.204 0.6481 0.1171 -0.2388
```
Positions in Å, forces in eV/Å.

- LUMO energy: 0.906 eV
- SMILES string: Cc1c[nH]cn1
- Highest occupied orbital energy: -8.2 eV
- Energy: -265.43752 a.u.
- HOMO-LUMO gap: 9.12 eV
- Energy above the lowest of the compared OMol25 structures with the same formula, charge and spin: 61.5 kcal/mol

These are the Mulliken partial charges, in e, on atoms 1 to 2: atom 1 (C): -0.848, atom 2 (C): 0.199